ORCA calculation (the ωB97M-V functional and the def2-TZVPD basis) on a molecular structure, C50H84BBr20FI2NO3 at a distorted geometry.

The value obtained for the gap between HOMO and LUMO is 6.1 eV. Its calculated total energy is -54436.22066 hartree. The calculation puts the HOMO energy at -10.308 eV. The calculation puts the largest force on an atom at 2.037 eV Å⁻¹. Its net charge is +1. Its spin multiplicity is 1.

The geometry in XYZ format:
```
162
Properties=species:S:1:pos:R:3:forces:R:3:lowdin_charge:R:1
C 2.2346 -4.7807 0.7903 0.38 -0.06 -0.02 -0.09
C 2.1019 -5.1558 -0.6969 -0.56 0.08 0.44 -0.22
C 1.2056 -4.1358 -1.4987 0.68 -1.44 0.33 -0.20
C -0.1437 -4.8516 -1.7478 0.32 0.44 0.49 -0.28
C -1.4036 -4.0233 -2.0276 -0.74 -0.83 -0.08 -0.61
I -2.8384 -5.4946 -2.8709 0.14 0.17 -0.17 1.11
N -1.3113 -2.9961 -3.1620 -0.11 0.13 0.81 -0.42
I -0.1970 -3.6136 -4.8103 0.12 -0.05 -0.26 1.18
C -1.0097 -1.6316 -2.6120 0.48 0.74 0.64 -0.21
C -0.5977 -0.5658 -3.6522 -0.92 0.20 -0.53 -0.20
O 0.7860 -0.4359 -3.8794 -0.56 0.14 0.56 -0.07
C 1.4058 0.4349 -2.9814 1.44 -0.07 0.73 -0.20
C 0.9041 1.6773 -2.6228 -1.45 -0.13 -0.86 0.01
C 1.5276 2.5611 -1.7678 -0.20 0.45 0.17 -0.25
C 0.8604 3.8983 -1.4842 0.04 -0.56 -0.51 -0.08
C 2.7551 2.1878 -1.2363 -0.41 0.39 -0.04 -0.05
C 3.2778 0.9611 -1.5826 0.70 -0.16 0.11 -0.05
C 2.6441 0.0617 -2.4483 0.06 -0.45 0.47 -0.13
C 3.3577 -1.2391 -2.7902 1.05 0.49 -0.99 -0.33
C 4.0215 -1.9263 -1.5785 -0.34 0.79 -0.03 -0.06
C 4.5061 -0.8645 -3.8115 -1.23 -0.14 -0.48 -0.06
C -2.2680 -1.2060 -1.8235 -0.35 1.07 -0.17 -0.25
C -3.4136 -0.6034 -2.6818 -0.44 -0.05 1.06 -0.05
C -4.3324 0.1329 -1.6952 0.38 -0.16 -0.78 -0.23
C -4.1387 1.5109 -1.5758 0.45 0.27 -0.49 -0.06
C -4.8655 2.2864 -0.7030 0.01 -0.44 0.17 -0.07
C -5.8184 1.6353 0.0912 0.26 1.33 -0.03 -0.08
C -6.0209 0.2886 -0.0406 -0.28 -1.03 0.61 -0.14
C -5.2822 -0.5086 -0.9254 0.69 0.89 0.53 -0.20
O -2.8871 -2.2291 -1.0544 0.49 -0.66 -1.39 -0.07
C -2.1162 -3.3945 -0.7781 0.43 0.53 1.56 -0.35
C -1.1544 -3.0316 0.4049 -0.33 -0.56 0.21 -0.05
C -1.9263 -2.4704 1.6302 0.96 1.79 -0.18 -0.32
C -1.1323 -1.2628 2.1968 -0.07 -0.81 0.43 -0.01
F -2.0022 -3.3953 2.6746 -0.30 -0.14 -0.36 -0.03
B -3.1844 -4.4519 -0.1181 -0.55 -0.51 0.07 -0.59
C -2.7672 -5.7245 0.7165 -0.17 -0.47 -0.42 -0.02
O -4.5411 -4.1770 -0.2526 0.78 0.27 -0.51 0.10
H 1.2648 -4.7450 1.3063 0.18 -0.07 -0.18 0.07
H 2.8572 -5.5224 1.3108 -0.22 0.18 -0.09 0.08
H 2.7230 -3.8098 0.9338 -0.09 -0.09 -0.11 0.04
H 3.0833 -5.2795 -1.1649 -0.13 0.16 0.13 0.10
H 1.6164 -6.1471 -0.7042 0.26 0.21 -0.31 0.11
H 1.7147 -4.0009 -2.4579 -0.23 0.65 0.20 0.07
H 1.1581 -3.2332 -0.8860 -0.09 0.08 -0.52 0.09
H -0.3561 -5.4355 -0.8401 -0.26 0.22 -0.29 0.10
H 0.0341 -5.6082 -2.5240 -0.23 0.32 0.06 0.08
H -2.2823 -2.9314 -3.4953 0.21 -0.01 -0.23 0.06
H -0.1805 -1.6669 -1.8898 -0.05 -0.58 -0.42 0.15
H -1.0695 -0.7405 -4.6338 0.09 -0.17 0.31 0.12
H -1.0504 0.3719 -3.3023 0.35 -0.24 -0.04 0.10
H -0.0572 1.9864 -3.0491 0.32 0.03 0.12 0.12
H 1.2248 4.6371 -2.2146 0.04 -0.04 0.41 0.07
H 1.0326 4.2460 -0.4509 -0.44 -0.31 -1.27 -0.10
H -0.2137 3.7874 -1.6953 0.21 0.20 0.34 0.08
H 3.2613 2.9005 -0.5849 0.13 -0.37 -0.06 0.07
H 4.2598 0.7141 -1.1653 -0.60 -0.14 -0.43 0.00
H 2.6703 -1.8730 -3.3643 -0.01 -0.09 0.50 0.10
H 4.8982 -1.3212 -1.3042 -0.25 -0.25 0.09 0.03
H 3.3327 -1.8837 -0.7253 0.22 -0.49 -0.01 0.07
H 4.4023 -2.9294 -1.7962 -0.34 0.07 0.04 0.09
H 5.4486 -0.6531 -3.3006 -0.50 -0.12 -0.36 -0.06
H 4.1717 0.0216 -4.3721 0.37 -0.14 0.15 0.09
H 4.5984 -1.6559 -4.5716 0.38 0.08 0.40 0.08
H -1.9536 -0.4059 -1.1258 0.19 -0.19 -0.32 0.17
H -3.9766 -1.4177 -3.1690 0.23 0.24 -0.07 0.14
H -3.0831 0.1529 -3.4000 0.09 -0.43 -0.04 0.11
H -3.3821 1.9912 -2.2051 -0.20 -0.13 0.14 0.11
H -4.6549 3.3512 -0.6388 -0.24 -0.19 0.11 0.11
H -6.3763 2.2542 0.7932 -0.07 -0.43 -0.07 0.11
H -6.7718 -0.1988 0.5815 0.10 0.15 -0.16 0.10
H -5.4311 -1.5771 -0.9894 0.24 0.15 0.17 0.05
H -0.6429 -3.9443 0.7397 0.01 0.34 -0.05 0.11
H -0.3987 -2.2815 0.1465 -0.14 -0.26 -0.15 0.11
H -2.9254 -2.0916 1.3735 -0.01 -0.66 0.04 0.16
H -0.7311 -0.6213 1.4044 -0.21 -0.03 0.25 0.08
H -0.3080 -1.7073 2.7797 -0.01 0.32 -0.32 0.09
H -1.7359 -0.6852 2.9064 0.05 -0.04 -0.31 0.07
H -1.9014 -6.2867 0.3354 -0.07 0.25 0.20 0.06
H -3.6192 -6.4253 0.6779 0.25 0.18 0.08 0.08
H -2.5859 -5.5280 1.7835 0.00 0.17 -0.38 0.01
H -4.9579 -4.8264 -0.8353 -0.30 0.02 0.47 0.08
Br -1.5655 -6.9626 3.9488 0.07 -0.10 0.17 0.64
C -2.9554 -6.2292 5.0993 -0.03 0.03 -0.27 -0.67
C -2.5736 -4.8728 5.6296 0.00 0.04 0.28 -0.70
Br -1.2704 -5.0099 7.0688 0.03 0.03 -0.08 0.61
H -3.1329 -6.9596 5.8827 0.04 0.06 0.02 0.05
H -3.8394 -6.1562 4.4676 0.01 0.05 0.02 0.06
H -3.4375 -4.3806 6.0726 -0.03 -0.06 -0.03 0.06
H -2.1402 -4.2283 4.8716 -0.03 -0.08 -0.03 0.02
Br 5.7826 1.2389 0.6738 0.24 0.04 0.36 0.74
C 7.5778 0.4920 0.5420 0.02 0.20 0.17 -0.67
C 8.2303 0.8873 -0.7537 0.18 -0.18 -0.04 -0.68
Br 7.5064 -0.1368 -2.2321 0.32 0.18 0.10 0.75
H 7.4739 -0.5824 0.6702 0.05 0.06 -0.12 -0.02
H 8.1299 0.9014 1.3872 0.01 0.03 -0.05 0.07
H 9.2953 0.6618 -0.7330 -0.03 -0.02 0.07 0.07
H 8.0933 1.9360 -1.0058 -0.01 -0.11 0.08 -0.04
Br 1.8182 5.0345 1.3785 0.36 0.36 0.85 0.73
C 1.2778 6.3487 2.7126 0.26 -0.17 0.05 -0.70
C 0.0027 5.9382 3.3916 -0.23 0.15 0.03 -0.70
Br -1.5410 6.2530 2.2508 0.05 0.06 -0.10 0.59
H 1.2050 7.3037 2.2022 -0.06 -0.09 -0.02 -0.01
H 2.0972 6.3866 3.4265 -0.07 0.01 0.04 0.01
H -0.1692 6.5442 4.2791 0.07 0.02 -0.03 0.03
H -0.0175 4.8866 3.6650 0.02 0.02 -0.02 0.02
Br -10.3417 -0.6623 0.3033 0.04 0.06 -0.07 0.62
C -10.4318 -1.4416 -1.4784 -0.15 -0.07 0.26 -0.69
C -9.2487 -2.3328 -1.7456 0.06 0.05 -0.51 -0.66
Br -7.6450 -1.2861 -2.1270 -1.15 -0.51 -0.39 0.82
H -10.5100 -0.6173 -2.1807 0.06 -0.04 -0.01 0.05
H -11.3555 -2.0170 -1.4928 0.04 -0.03 -0.01 0.06
H -9.4191 -2.9376 -2.6354 -0.10 0.02 0.03 0.02
H -9.0081 -2.9828 -0.9096 -0.03 0.07 0.03 0.06
Br 0.6101 7.6320 -1.1707 -0.10 0.01 -0.07 0.63
C 1.6940 7.3671 -2.7647 0.11 -0.02 0.32 -0.70
C 2.1257 8.6781 -3.3658 -0.05 0.02 -0.31 -0.70
Br 0.6710 9.5289 -4.3384 0.02 0.03 0.07 0.61
H 1.1074 6.7595 -3.4479 0.01 0.09 -0.04 0.05
H 2.5606 6.7985 -2.4279 0.01 0.06 -0.02 0.01
H 2.9088 8.5196 -4.1050 0.00 -0.05 0.04 0.06
H 2.4697 9.3918 -2.6234 -0.03 -0.07 0.04 0.05
Br -2.6509 3.0246 3.5256 0.15 -0.08 0.03 0.61
C -1.8051 1.9038 4.8740 -0.29 -0.07 -0.19 -0.70
C -2.1038 2.3966 6.2647 0.24 0.01 0.17 -0.69
Br -1.0391 3.9661 6.7051 -0.08 0.02 -0.03 0.62
H -0.7424 1.8856 4.6491 -0.01 0.02 0.07 0.05
H -2.2224 0.9094 4.7235 0.00 0.01 0.10 0.04
H -1.8269 1.6474 7.0041 0.01 -0.01 -0.05 0.06
H -3.1450 2.6718 6.4029 0.02 -0.01 -0.08 0.05
Br 7.3054 -2.7809 2.3413 -0.06 0.04 0.00 0.65
C 6.7018 -1.4231 3.6028 0.23 -0.20 0.04 -0.68
C 5.4295 -1.8379 4.2924 -0.19 0.18 0.00 -0.68
Br 3.8887 -1.6298 3.1216 -0.03 -0.07 -0.03 0.60
H 6.5996 -0.4962 3.0452 -0.11 -0.02 0.04 0.01
H 7.5111 -1.3236 4.3239 -0.05 -0.02 0.03 0.06
H 5.2297 -1.1928 5.1458 0.05 0.02 -0.03 0.06
H 5.4400 -2.8732 4.6190 0.07 0.02 -0.04 0.05
Br 8.4797 4.1248 -2.5701 -0.05 0.15 -0.09 0.66
C 7.9091 5.4790 -1.2909 0.17 -0.19 0.04 -0.67
C 6.6476 5.0683 -0.5758 -0.14 0.23 0.00 -0.68
Br 5.0797 5.2879 -1.7096 0.02 -0.12 0.00 0.65
H 7.8032 6.4077 -1.8432 -0.06 -0.03 0.02 0.05
H 8.7338 5.5714 -0.5866 -0.05 0.00 0.03 0.06
H 6.4698 5.7113 0.2843 0.04 0.01 -0.02 0.06
H 6.6581 4.0307 -0.2532 0.02 0.01 -0.04 0.00
Br 1.7411 9.9501 3.2254 -0.05 0.06 0.09 0.66
C 2.5617 10.2786 4.9601 0.07 0.09 -0.27 -0.68
C 3.3753 9.0972 5.4175 -0.06 -0.04 0.26 -0.68
Br 2.2349 7.6643 6.0821 0.05 -0.02 -0.02 0.65
H 1.7598 10.5347 5.6459 0.03 -0.07 0.02 0.05
H 3.1999 11.1477 4.8125 0.03 -0.05 0.03 0.06
H 4.0079 9.3704 6.2599 -0.03 0.04 -0.02 0.06
H 3.9899 8.6735 4.6289 -0.05 0.05 -0.03 0.05
Br -5.3353 -7.7885 -3.2132 -0.12 -0.16 0.11 0.57
C -6.8525 -7.6067 -4.4195 0.16 -0.07 -0.15 -0.66
C -6.8192 -6.2815 -5.1343 -0.30 0.13 0.04 -0.68
Br -7.3811 -4.8250 -3.9685 0.20 0.02 0.00 0.63
H -7.7478 -7.7500 -3.8223 0.02 0.08 0.00 0.06
H -6.7579 -8.4269 -5.1284 0.03 0.04 0.00 0.06
H -7.5256 -6.2762 -5.9620 0.00 -0.06 0.02 0.06
H -5.8307 -6.0237 -5.5026 -0.01 -0.07 0.02 0.05
```
Forces are in eV/Å.